Record 1
Computed, not measured: a 2-piece molecular cluster, C8H12OSi overall in a non-equilibrium geometry, with ωB97M-V/def2-TZVPD.

Positions of all 22 atoms, in Å:
C  -2.4359  -1.6135  -0.4113
C  -1.6943  -0.5333  -0.9254
C  -2.3985  -1.4196  0.9327
C  -1.1116  0.0902  0.1325
C  1.9105  -2.5422  0.1631
C  2.1100  -1.4465  0.8792
C  0.5573  2.7130  1.2532
C  0.8978  1.5859  -1.7477
O  -1.5958  -0.4698  1.2693
Si  0.3510  1.2475  0.0915
H  -3.1880  -2.2462  -0.9286
H  -1.5035  -0.3869  -2.0104
H  -2.9460  -1.7825  1.8242
H  2.3364  -3.5165  0.4666
H  1.2823  -2.4099  -0.7345
H  2.6800  -1.1514  1.8074
H  1.6580  2.8218  1.4631
H  0.2757  3.6756  0.6779
H  0.0574  2.4588  2.1476
H  0.1528  1.0629  -2.3641
H  0.7669  2.6432  -2.0704
H  1.8376  1.2194  -1.9159

Cartesian forces, eV/Å:
C -2.368 -0.388 0.041
C 0.970 -0.572 -1.924
C -2.084 -2.358 1.041
C 0.691 1.539 -0.617
C -0.011 1.032 0.484
C 0.066 1.075 0.563
C 1.468 0.884 -2.250
C -3.806 1.219 1.085
O 1.778 2.195 0.844
Si 1.316 -1.146 -0.754
H 1.013 0.426 0.400
H -0.121 0.137 1.149
H 0.330 -0.371 -1.103
H -0.293 0.420 -0.423
H 0.334 -0.649 0.394
H -0.695 -0.783 -1.199
H -1.024 -0.193 -0.113
H -0.049 -1.428 1.331
H -0.769 0.447 1.083
H 0.417 -0.178 0.031
H 0.448 -0.512 0.482
H 2.388 -0.793 -0.543

The value obtained for the energy is -676.5668 Ha. The gap between HOMO and LUMO (spin up / spin down) comes out at 6.769 / 8.072 eV. Its molecular weight is 152.269 Da. The LUMO energy (spin up / spin down) is 0.013 / 0.007 Eh. The energy relative to the best compared isomer or geometry (same formula, charge and spin) is 3.247 eV.

---

Record 2
Computed, not measured: a single C15H27N3O molecule in a non-equilibrium geometry, with ωB97M-V/def2-TZVPD.

Positions of all 46 atoms, in Å:
C  -0.8322  1.3191  -3.6179
C  -0.3246  0.7583  -2.2738
N  -0.9314  0.1917  -1.2820
N  -2.2742  0.0248  -1.5340
C  -3.0118  -0.6955  -0.6908
O  -4.1363  -0.7506  -0.7051
N  -2.2283  -0.6326  0.4951
C  -2.5158  -1.6470  1.6478
C  -2.4409  -0.8198  2.9936
C  -0.9701  -1.2310  3.8894
C  0.1602  -1.6064  2.7744
C  -0.4692  -2.8520  1.7634
C  -1.8360  -2.9303  1.8621
C  1.1061  1.0821  -2.2173
C  1.6195  2.5005  -1.7784
C  3.0003  2.9535  -1.7040
C  3.4480  2.0725  -0.4571
C  3.3263  0.4760  -0.6052
C  1.7871  0.2097  -0.9665
H  -1.5948  2.1276  -3.6651
H  0.1472  1.6329  -4.3791
H  -1.4027  0.3494  -4.1441
H  -2.7855  0.2439  -2.3097
H  -1.1045  -0.6911  0.4181
H  -3.4703  -1.9784  1.5408
H  -3.1956  -0.8627  3.7461
H  -2.2658  0.4330  2.8262
H  -1.3179  -2.1990  4.2912
H  -0.7456  -0.2909  4.5456
H  0.9399  -1.8920  3.4742
H  0.2014  -0.5706  2.2684
H  -0.1026  -3.6351  2.2945
H  0.0641  -2.5506  0.9236
H  -2.2442  -3.5960  2.5467
H  -2.1050  -3.3674  0.8646
H  1.8225  0.8131  -3.0508
H  0.8069  3.0144  -0.9598
H  1.2397  3.3964  -2.6853
H  3.2234  3.8987  -1.5051
H  3.6950  2.6328  -2.5117
H  3.0538  2.2188  0.3642
H  4.5270  2.4154  -0.2228
H  3.5556  0.0113  0.1477
H  3.9008  0.1543  -1.3516
H  1.1996  0.6289  0.0590
H  1.4806  -0.7599  -1.1194

Cartesian forces, eV/Å:
C -0.067 -2.441 -3.039
C 0.270 2.036 -1.059
N 0.166 1.182 -3.996
N 2.016 -0.607 -0.251
C 8.656 3.030 4.599
O -9.020 -2.247 -1.002
N 3.429 -5.202 3.880
C -0.809 4.740 2.196
C 4.489 3.417 0.327
C -2.328 0.611 -3.151
C -3.748 1.514 1.126
C 5.564 4.235 4.240
C -2.716 0.152 -5.899
C 6.131 -0.904 4.264
C -7.666 5.878 -3.701
C 1.641 -7.480 2.182
C 7.428 -1.971 -7.075
C -6.270 7.624 -7.074
C -0.784 4.290 2.483
H 0.649 -0.445 0.516
H -3.089 -0.957 2.440
H 1.447 2.464 0.930
H -0.641 1.307 -3.056
H -3.804 0.541 -0.433
H -3.330 -0.012 -0.526
H -0.992 -0.512 0.031
H -0.705 -3.594 -0.004
H 0.611 0.734 1.059
H -0.244 -2.345 -0.847
H 0.947 -0.022 -1.025
H 0.961 -1.818 0.303
H 2.021 -2.804 0.601
H 0.271 -0.468 -2.143
H -0.799 -0.571 1.709
H -0.153 -0.793 0.570
H -1.617 0.000 0.139
H 2.738 -1.813 -1.508
H 0.201 -2.611 1.664
H 0.093 4.233 0.794
H -0.880 0.066 0.019
H -4.852 2.338 7.710
H -1.036 -1.044 -0.416
H 2.295 -4.644 8.477
H 2.468 -1.288 -3.304
H 1.287 -1.287 -2.702
H -0.231 -2.510 -0.046

The value obtained for the energy is -826.8335 Ha. The gap between HOMO and LUMO comes out at 9.701 eV. Its molecular weight is 265.401 Da. The LUMO energy is 0.025 Eh.

---

Record 3
Computed, not measured: a single C12H10ClN3O2 molecule in a non-equilibrium geometry, with ωB97M-V/def2-TZVPD.

Positions of all 28 atoms, in Å:
O  0.7028  3.0776  -1.3986
C  0.2913  1.9521  -1.0594
N  1.3952  1.2750  -0.7194
C  1.4836  0.2051  0.0574
C  0.3955  -0.6001  0.5053
N  -0.9108  -0.4306  0.2823
C  -1.6224  0.4891  -0.4488
C  -2.9986  0.1288  -0.5587
C  -3.7721  0.7460  -1.4206
C  -3.2688  1.6945  -2.3076
C  -1.9910  2.1519  -2.0721
C  -1.1541  1.6015  -1.1832
N  0.5618  -1.6857  1.4053
O  -0.4914  -2.2850  2.1327
C  1.9710  -2.0115  1.9397
C  3.0633  -1.5444  0.9505
Cl  4.5993  -1.9105  1.5457
C  2.8180  -0.0485  0.6525
H  -3.3971  -0.6807  -0.0494
H  -4.8265  0.3621  -1.4616
H  -3.8972  2.1061  -3.1464
H  -1.5573  2.8776  -2.6999
H  -1.1220  -1.5763  2.3247
H  2.0835  -3.0857  2.1474
H  1.9961  -1.5228  2.9377
H  3.1157  -2.1606  0.0402
H  2.9128  0.4743  1.5948
H  3.6193  0.4006  0.0096

Cartesian forces, eV/Å:
O -2.333 0.002 -0.014
C -0.230 4.432 -2.388
N 1.862 -5.504 3.071
C 0.609 2.629 -1.376
C -5.728 -1.851 1.851
N 2.109 0.074 0.745
C -0.315 -0.729 -0.254
C 3.138 0.463 1.074
C -3.459 0.454 -2.333
C -0.906 0.968 -0.451
C -1.119 0.961 -2.084
C 1.992 -3.146 2.836
N 3.212 0.335 -0.675
O 1.316 0.514 -0.863
C -1.840 0.045 0.290
C -2.468 0.390 -0.947
Cl 2.400 -0.035 1.543
C 1.927 -0.729 -0.907
H -0.239 -1.391 1.274
H 0.994 0.703 -0.363
H 0.823 -0.407 1.126
H 0.256 1.022 -0.722
H -0.061 0.339 -0.284
H -0.389 0.254 -0.381
H 0.633 -0.009 -0.598
H -1.175 0.437 0.036
H -0.240 0.284 0.420
H -0.770 -0.506 0.372

The value obtained for the energy is -1238.0805 Ha. The gap between HOMO and LUMO comes out at 6.853 eV. Its molecular weight is 263.684 Da. The LUMO energy is -0.047 Eh. The energy relative to the best compared isomer or geometry (same formula, charge and spin) is 4.259 eV.

---

Repeat the third record exactly.
Computed, not measured: a single C12H10ClN3O2 molecule in a non-equilibrium geometry, with ωB97M-V/def2-TZVPD.

Positions of all 28 atoms, in Å:
O  0.7028  3.0776  -1.3986
C  0.2913  1.9521  -1.0594
N  1.3952  1.2750  -0.7194
C  1.4836  0.2051  0.0574
C  0.3955  -0.6001  0.5053
N  -0.9108  -0.4306  0.2823
C  -1.6224  0.4891  -0.4488
C  -2.9986  0.1288  -0.5587
C  -3.7721  0.7460  -1.4206
C  -3.2688  1.6945  -2.3076
C  -1.9910  2.1519  -2.0721
C  -1.1541  1.6015  -1.1832
N  0.5618  -1.6857  1.4053
O  -0.4914  -2.2850  2.1327
C  1.9710  -2.0115  1.9397
C  3.0633  -1.5444  0.9505
Cl  4.5993  -1.9105  1.5457
C  2.8180  -0.0485  0.6525
H  -3.3971  -0.6807  -0.0494
H  -4.8265  0.3621  -1.4616
H  -3.8972  2.1061  -3.1464
H  -1.5573  2.8776  -2.6999
H  -1.1220  -1.5763  2.3247
H  2.0835  -3.0857  2.1474
H  1.9961  -1.5228  2.9377
H  3.1157  -2.1606  0.0402
H  2.9128  0.4743  1.5948
H  3.6193  0.4006  0.0096

Cartesian forces, eV/Å:
O -2.333 0.002 -0.014
C -0.230 4.432 -2.388
N 1.862 -5.504 3.071
C 0.609 2.629 -1.376
C -5.728 -1.851 1.851
N 2.109 0.074 0.745
C -0.315 -0.729 -0.254
C 3.138 0.463 1.074
C -3.459 0.454 -2.333
C -0.906 0.968 -0.451
C -1.119 0.961 -2.084
C 1.992 -3.146 2.836
N 3.212 0.335 -0.675
O 1.316 0.514 -0.863
C -1.840 0.045 0.290
C -2.468 0.390 -0.947
Cl 2.400 -0.035 1.543
C 1.927 -0.729 -0.907
H -0.239 -1.391 1.274
H 0.994 0.703 -0.363
H 0.823 -0.407 1.126
H 0.256 1.022 -0.722
H -0.061 0.339 -0.284
H -0.389 0.254 -0.381
H 0.633 -0.009 -0.598
H -1.175 0.437 0.036
H -0.240 0.284 0.420
H -0.770 -0.506 0.372

The value obtained for the energy is -1238.0805 Ha. The gap between HOMO and LUMO comes out at 6.853 eV. Its molecular weight is 263.684 Da. The LUMO energy is -0.047 Eh. The energy relative to the best compared isomer or geometry (same formula, charge and spin) is 4.259 eV.

---

What did the third record say?
Computed, not measured: a single C12H10ClN3O2 molecule in a non-equilibrium geometry, with ωB97M-V/def2-TZVPD.

Positions of all 28 atoms, in Å:
O  0.7028  3.0776  -1.3986
C  0.2913  1.9521  -1.0594
N  1.3952  1.2750  -0.7194
C  1.4836  0.2051  0.0574
C  0.3955  -0.6001  0.5053
N  -0.9108  -0.4306  0.2823
C  -1.6224  0.4891  -0.4488
C  -2.9986  0.1288  -0.5587
C  -3.7721  0.7460  -1.4206
C  -3.2688  1.6945  -2.3076
C  -1.9910  2.1519  -2.0721
C  -1.1541  1.6015  -1.1832
N  0.5618  -1.6857  1.4053
O  -0.4914  -2.2850  2.1327
C  1.9710  -2.0115  1.9397
C  3.0633  -1.5444  0.9505
Cl  4.5993  -1.9105  1.5457
C  2.8180  -0.0485  0.6525
H  -3.3971  -0.6807  -0.0494
H  -4.8265  0.3621  -1.4616
H  -3.8972  2.1061  -3.1464
H  -1.5573  2.8776  -2.6999
H  -1.1220  -1.5763  2.3247
H  2.0835  -3.0857  2.1474
H  1.9961  -1.5228  2.9377
H  3.1157  -2.1606  0.0402
H  2.9128  0.4743  1.5948
H  3.6193  0.4006  0.0096

Cartesian forces, eV/Å:
O -2.333 0.002 -0.014
C -0.230 4.432 -2.388
N 1.862 -5.504 3.071
C 0.609 2.629 -1.376
C -5.728 -1.851 1.851
N 2.109 0.074 0.745
C -0.315 -0.729 -0.254
C 3.138 0.463 1.074
C -3.459 0.454 -2.333
C -0.906 0.968 -0.451
C -1.119 0.961 -2.084
C 1.992 -3.146 2.836
N 3.212 0.335 -0.675
O 1.316 0.514 -0.863
C -1.840 0.045 0.290
C -2.468 0.390 -0.947
Cl 2.400 -0.035 1.543
C 1.927 -0.729 -0.907
H -0.239 -1.391 1.274
H 0.994 0.703 -0.363
H 0.823 -0.407 1.126
H 0.256 1.022 -0.722
H -0.061 0.339 -0.284
H -0.389 0.254 -0.381
H 0.633 -0.009 -0.598
H -1.175 0.437 0.036
H -0.240 0.284 0.420
H -0.770 -0.506 0.372

The value obtained for the energy is -1238.0805 Ha. The gap between HOMO and LUMO comes out at 6.853 eV. Its molecular weight is 263.684 Da. The LUMO energy is -0.047 Eh. The energy relative to the best compared isomer or geometry (same formula, charge and spin) is 4.259 eV.

---

Q: What is the formula in the first record?
A: C8H12OSi

---

Q: The highest energy belongs to which entry?
A: C8H12OSi